Formula: C20H31Cl3N7NaO5S
Source: OMol25
Level of theory: ωB97M-V/def2-TZVPD

Atoms and positions in Å:
Na 1.4999 -0.3165 0.6745
N 0.1711 0.9449 2.5060
C 0.7664 0.7502 3.8314
C 2.2210 1.1719 3.7919
O 2.6041 2.2039 4.3289
N 3.0380 0.2748 3.1185
C 4.2973 0.7180 2.8032
C 4.3776 1.1588 1.1547
O 5.4173 1.7371 0.9048
O 3.4037 0.8068 0.4850
H 0.1935 1.9242 2.2368
H -0.7952 0.6320 2.5336
H 0.7186 -0.3158 4.0550
H 0.2629 1.3071 4.6271
H 5.0207 -0.0998 2.7867
H 4.6588 1.6042 3.3262
N 3.8083 -1.9857 -0.9542
C 4.4647 -1.4386 -2.1360
C 3.5870 -0.7137 -3.1595
N 2.9852 0.5450 -2.7330
H 3.5884 -1.2320 -0.3115
H 2.9227 -2.4224 -1.2009
H 4.9780 -2.2548 -2.6626
H 5.2427 -0.7492 -1.7911
H 2.7798 -1.3826 -3.4738
H 4.2057 -0.5268 -4.0479
H 2.1892 0.3768 -2.1267
H 3.6406 1.0725 -2.1637
C -4.3726 2.9874 2.5415
C -2.9645 2.5443 2.1877
N -2.4877 3.1962 0.9594
C -1.5076 2.5829 0.1842
S -0.0607 3.3873 -0.1321
N -1.7590 1.3500 -0.2414
C -3.0421 0.6654 -0.2876
C -3.0020 -0.6795 0.4316
H -4.7343 2.4374 3.4107
H -5.0504 2.8082 1.7050
H -4.4029 4.0537 2.7770
H -2.9343 1.4665 2.0586
H -2.2826 2.7718 3.0135
H -2.1905 4.1477 1.1294
H -0.9600 0.8167 -0.6086
H -3.2927 0.5016 -1.3422
H -3.8099 1.3171 0.1234
H -2.2864 -1.3465 -0.0478
H -3.9854 -1.1523 0.3925
H -2.7076 -0.5867 1.4798
O 0.7693 -2.5215 -1.5898
C 0.1648 -1.4711 -1.8257
O 0.2253 -0.3892 -1.1629
C -0.7421 -1.4285 -3.0411
C -1.4422 -2.5617 -3.4393
C -2.2748 -2.5159 -4.5477
C -2.3899 -1.3421 -5.2843
C -1.6774 -0.2138 -4.9000
C -0.8647 -0.2533 -3.7739
H -1.3176 -3.4709 -2.8650
H -2.8313 -3.3976 -4.8436
H -3.0308 -1.3092 -6.1578
H -1.7570 0.7008 -5.4751
H -0.3106 0.6210 -3.4554
Cl -2.5465 -1.0098 3.2690
C -1.3336 -3.3638 2.7736
Cl -2.3538 -4.0556 1.5686
Cl -1.3112 -4.1668 4.3014
C -0.1219 -2.8033 2.3243
N 0.7313 -2.1074 1.9867

The calculation puts the HOMO-LUMO gap (spin up / spin down) at 6.68 / 6.79 eV. Its net charge is -2. As for the spin multiplicity: 1. The value obtained for the energy relative to the best compared isomer or geometry (same formula, charge and spin) is 0.0 kcal per mole. The calculation puts the HOMO energy (spin up / spin down) at -3.15 / -3.13 eV. The molar mass comes out at 610.93 u.